[1]
# C40H80O10

A 10-piece molecular cluster, C40H80O10 overall (wB97M-V/def2-TZVPD, the OMol25 dataset).

Calculated values
* HOMO: -9.4 eV
* Kohn-Sham gap: 9.959 eV
* relative energy (zero: lowest compared OMol25 entry of this formula, charge and spin): 39.3 kcal/mol
* total energy: -63246.4672 eV

```
! wB97M-V def2-TZVPD RIJCOSX def2/J DEFGRID3
* xyz 0 1
C -3.230 -4.107 -4.513
C -3.349 -2.653 -4.073
C -4.320 -2.746 -2.864
O -5.137 -3.855 -3.151
C -4.597 -4.718 -4.114
H -2.464 -4.618 -3.926
H -3.013 -4.275 -5.567
H -3.780 -2.016 -4.849
H -2.353 -2.266 -3.851
H -4.910 -1.844 -2.713
H -3.618 -2.788 -2.020
H -5.217 -4.790 -5.012
H -4.456 -5.719 -3.698
C 2.102 2.368 -4.637
C 2.650 1.495 -3.512
C 1.851 1.959 -2.285
O 0.613 2.401 -2.822
C 0.681 2.728 -4.194
H 2.213 1.845 -5.590
H 2.725 3.257 -4.771
H 3.710 1.734 -3.395
H 2.619 0.411 -3.601
H 2.415 2.662 -1.662
H 1.669 1.095 -1.649
H 0.427 3.776 -4.349
H 0.034 2.101 -4.818
C 2.523 3.893 4.320
C 2.044 2.541 4.829
C 1.244 2.800 6.097
O 1.831 4.020 6.572
C 2.092 4.853 5.444
H 2.083 4.203 3.372
H 3.600 3.776 4.196
H 2.833 1.802 4.978
H 1.433 2.012 4.082
H 1.400 1.998 6.814
H 0.179 2.976 5.917
H 2.890 5.494 5.815
H 1.216 5.425 5.124
C 1.040 -2.761 3.215
C 1.334 -1.274 3.593
C 2.819 -1.194 4.032
O 3.367 -2.440 3.614
C 2.370 -3.423 3.505
H 0.785 -2.813 2.157
H 0.186 -3.116 3.787
H 0.675 -0.872 4.366
H 1.196 -0.685 2.685
H 2.975 -1.108 5.111
H 3.246 -0.345 3.499
H 2.330 -4.084 4.378
H 2.641 -4.065 2.662
C 0.578 -2.009 -7.535
C -0.299 -1.831 -6.296
C 0.604 -1.289 -5.175
O 1.892 -1.223 -5.795
C 1.747 -1.076 -7.221
H 0.021 -1.739 -8.433
H 0.819 -3.068 -7.592
H -0.772 -2.787 -6.064
H -1.118 -1.120 -6.436
H 0.593 -1.974 -4.329
H 0.315 -0.274 -4.892
H 2.729 -1.380 -7.578
H 1.580 -0.048 -7.550
C -2.213 0.679 5.154
C -3.364 1.566 4.706
C -4.294 0.564 3.993
O -4.120 -0.649 4.730
C -2.752 -0.749 5.061
H -1.812 0.921 6.139
H -1.367 0.777 4.469
H -3.002 2.280 3.961
H -3.886 2.144 5.465
H -4.053 0.331 2.947
H -5.366 0.761 3.940
H -2.092 -1.332 4.405
H -2.694 -1.291 6.009
C -0.261 5.729 0.086
C -1.430 5.750 1.088
C -0.837 4.963 2.239
O -0.240 3.854 1.545
C 0.374 4.354 0.359
H 0.441 6.543 0.251
H -0.767 5.817 -0.877
H -2.256 5.178 0.659
H -1.813 6.762 1.226
H -1.545 4.514 2.931
H -0.029 5.531 2.715
H 0.291 3.661 -0.479
H 1.448 4.512 0.523
C -2.395 -5.512 -0.913
C -1.407 -4.528 -0.368
C -0.526 -4.285 -1.591
O -0.544 -5.462 -2.370
C -1.506 -6.380 -1.833
H -3.082 -4.981 -1.582
H -2.994 -6.100 -0.221
H -0.866 -4.962 0.478
H -1.875 -3.610 -0.009
H 0.468 -3.985 -1.242
H -0.897 -3.455 -2.210
H -1.026 -7.133 -1.200
H -2.099 -6.882 -2.595
C 4.205 2.218 1.125
C 2.875 1.441 1.158
C 3.256 0.088 0.623
O 4.235 0.373 -0.353
C 5.100 1.344 0.216
H 4.638 2.244 2.130
H 4.047 3.258 0.840
H 2.148 1.951 0.521
H 2.374 1.576 2.120
H 2.374 -0.351 0.154
H 3.595 -0.637 1.374
H 5.578 1.873 -0.612
H 5.939 0.900 0.765
C -1.939 -0.592 -0.647
C -1.973 -0.192 0.840
C -0.814 0.778 1.041
O 0.093 0.363 0.044
C -0.408 -0.440 -0.982
H -2.522 -0.057 -1.391
H -2.156 -1.658 -0.698
H -1.931 -1.029 1.539
H -2.939 0.283 1.040
H -0.370 0.839 2.037
H -1.063 1.817 0.799
H 0.043 -1.435 -0.899
H -0.284 -0.085 -2.006
*
```

Here are the Löwdin charges for atoms 1 to 4, given in e: atom 1 (C): -0.156, atom 2 (C): -0.158, atom 3 (C): -0.200, atom 4 (O): -0.121



[2]
# C40H80O19

A 11-piece molecular cluster, C40H80O19 overall (wB97M-V/def2-TZVPD, the OMol25 dataset).

Calculated values
* HOMO: -9.3 eV
* Kohn-Sham gap: 9.980 eV
* total energy: -81675.5242 eV

```
! wB97M-V def2-TZVPD RIJCOSX def2/J DEFGRID3
* xyz 0 1
C 0.848 -0.448 3.727
O 0.987 -0.185 5.116
C -0.088 0.065 5.855
O -1.237 0.108 5.450
O 0.305 0.236 7.144
C -0.699 0.452 8.095
H 1.725 -0.321 3.087
H 0.181 0.323 3.382
H 0.393 -1.435 3.625
H -1.464 1.157 7.766
H -0.216 0.943 8.946
H -1.095 -0.446 8.547
C 3.424 -3.244 0.644
O 4.423 -4.155 1.121
C 4.925 -4.995 0.188
O 4.651 -5.093 -0.973
O 5.854 -5.756 0.777
C 6.475 -6.723 -0.016
H 3.774 -2.797 -0.285
H 3.333 -2.457 1.404
H 2.482 -3.765 0.545
H 7.390 -7.047 0.477
H 6.620 -6.291 -0.995
H 5.900 -7.630 -0.186
C -3.930 4.757 1.434
O -2.542 4.476 1.619
C -2.141 3.372 2.297
O -1.041 3.226 2.808
O -3.095 2.428 2.270
C -2.816 1.171 2.842
H -4.437 5.135 2.307
H -4.379 3.826 1.082
H -4.054 5.516 0.642
H -3.767 0.618 2.924
H -2.371 1.207 3.823
H -2.151 0.603 2.219
C 0.995 -0.882 -4.376
O 1.804 0.258 -4.018
C 3.114 -0.046 -3.631
O 3.652 -1.133 -3.488
O 3.781 1.159 -3.487
C 3.161 2.438 -3.624
H -0.015 -0.585 -4.630
H 0.859 -1.544 -3.520
H 1.498 -1.364 -5.199
H 3.951 3.079 -4.007
H 2.731 2.777 -2.688
H 2.392 2.469 -4.384
C -5.318 -0.122 -0.905
C -6.048 -0.273 0.437
C -6.374 1.180 0.806
O -5.775 2.105 -0.112
C -5.586 1.327 -1.341
H -5.587 -0.735 -1.752
H -4.229 -0.219 -0.735
H -5.391 -0.772 1.163
H -6.960 -0.851 0.287
H -5.990 1.403 1.800
H -7.472 1.302 0.810
H -4.795 1.815 -1.885
H -6.491 1.437 -1.967
C -0.482 5.614 -0.548
C 0.949 6.164 -0.638
C 1.738 5.030 -1.224
O 0.862 3.964 -1.621
C -0.302 4.133 -0.816
H -1.097 5.996 -1.356
H -0.968 5.750 0.414
H 1.278 6.429 0.362
H 1.007 7.111 -1.188
H 2.430 4.699 -0.451
H 2.282 5.339 -2.118
H -0.234 3.570 0.132
H -1.121 3.756 -1.439
C 4.686 2.588 1.931
C 5.380 2.058 0.647
C 4.601 0.758 0.495
O 3.623 0.631 1.537
C 3.307 1.940 1.959
H 4.611 3.671 1.871
H 5.282 2.202 2.769
H 6.452 1.911 0.773
H 5.253 2.763 -0.182
H 5.239 -0.115 0.618
H 4.067 0.720 -0.485
H 2.787 1.904 2.920
H 2.639 2.462 1.213
C -1.821 2.769 -6.150
C -1.333 3.076 -4.749
C -1.877 1.999 -3.858
O -1.995 0.840 -4.724
C -1.795 1.276 -6.087
H -1.264 3.180 -6.992
H -2.832 3.116 -6.369
H -1.556 4.083 -4.365
H -0.267 2.966 -4.787
H -2.865 2.272 -3.463
H -1.151 1.840 -3.055
H -2.521 0.875 -6.811
H -0.792 0.887 -6.355
C -3.790 -3.083 -2.906
C -2.635 -3.707 -2.125
C -1.494 -3.437 -3.068
O -1.771 -2.289 -3.805
C -3.117 -1.868 -3.529
H -4.629 -2.890 -2.240
H -4.140 -3.787 -3.664
H -2.828 -4.778 -1.969
H -2.473 -3.215 -1.151
H -1.490 -4.291 -3.770
H -0.499 -3.352 -2.624
H -3.530 -1.577 -4.479
H -3.154 -0.984 -2.877
C 1.135 -5.949 3.827
C 1.864 -5.315 5.018
C 2.218 -3.955 4.449
O 1.175 -3.630 3.469
C 0.312 -4.788 3.276
H 0.539 -6.834 4.045
H 1.915 -6.223 3.092
H 2.772 -5.865 5.360
H 1.240 -5.317 5.914
H 3.203 -3.943 3.979
H 2.206 -3.169 5.211
H 0.119 -4.860 2.191
H -0.671 -4.714 3.752
C 1.046 -1.073 -0.302
C 0.554 0.372 -0.491
C -0.941 0.262 -0.303
O -1.181 -0.877 0.547
C -0.099 -1.797 0.397
H 1.988 -1.063 0.245
H 1.280 -1.486 -1.271
H 0.733 0.820 -1.471
H 1.038 1.082 0.169
H -1.447 0.065 -1.231
H -1.507 1.113 0.091
H -0.388 -2.653 -0.211
H 0.172 -2.225 1.376
*
```

Here are the Löwdin charges for atoms 1 to 4, given in e: atom 1 (C): -0.020, atom 2 (O): 0.009, atom 3 (C): -0.552, atom 4 (O): 0.103



[3]
# C40H80O20S4

A 10-piece molecular cluster, C40H80O20S4 overall (wB97M-V/def2-TZVPD, the OMol25 dataset).

Calculated values
* HOMO: -10.0 eV
* Kohn-Sham gap: 10.421 eV
* relative energy (zero: lowest compared OMol25 entry of this formula, charge and spin): 10.8 kcal/mol
* total energy: -127066.8823 eV

```
! wB97M-V def2-TZVPD RIJCOSX def2/J DEFGRID3
* xyz 0 1
O 8.109 -21.007 11.088
C 7.558 -21.682 11.917
O 7.564 -23.033 11.934
C 8.424 -23.585 10.968
C 9.908 -23.446 11.032
C 6.672 -21.095 13.010
H 8.051 -23.293 9.992
H 8.093 -24.615 11.070
H 10.386 -23.863 10.163
H 10.425 -23.964 11.895
H 10.226 -22.398 10.896
H 6.819 -20.049 13.040
H 6.907 -21.592 13.929
H 5.609 -21.421 12.886
O 7.213 -18.435 14.708
C 6.520 -17.496 14.782
O 6.274 -16.739 13.631
C 6.523 -17.395 12.359
C 6.214 -16.404 11.263
C 5.825 -16.964 16.017
H 5.740 -18.234 12.371
H 7.504 -17.897 12.409
H 6.635 -15.431 11.510
H 5.075 -16.278 11.161
H 6.587 -16.722 10.293
H 5.818 -17.693 16.776
H 4.878 -16.575 15.741
H 6.259 -16.064 16.449
O 2.898 -16.961 11.184
C 1.938 -17.409 11.777
O 2.006 -18.126 12.942
C 3.285 -18.545 13.418
C 2.981 -19.370 14.665
C 0.514 -17.134 11.457
H 3.819 -17.656 13.739
H 3.787 -19.097 12.684
H 3.918 -19.789 15.081
H 2.296 -20.230 14.464
H 2.598 -18.632 15.297
H 0.401 -16.911 10.433
H 0.108 -16.297 12.099
H -0.086 -17.971 11.733
O 12.433 -17.689 6.326
C 12.932 -18.445 7.116
O 13.446 -18.086 8.277
C 13.613 -16.661 8.527
C 14.839 -16.052 7.856
C 12.982 -19.930 6.947
H 13.521 -16.572 9.623
H 12.696 -16.137 8.023
H 14.989 -15.074 8.245
H 14.665 -16.110 6.786
H 15.775 -16.602 8.022
H 12.059 -20.361 7.383
H 13.803 -20.310 7.440
H 12.914 -20.211 5.924
O 9.804 -21.522 13.895
C 9.496 -20.968 14.924
O 8.649 -21.322 15.876
C 8.054 -22.654 15.805
C 8.640 -23.595 16.877
C 10.174 -19.691 15.440
H 8.177 -23.008 14.818
H 7.019 -22.401 15.982
H 9.694 -23.604 16.813
H 8.133 -24.552 16.838
H 8.344 -23.193 17.870
H 11.025 -19.476 14.792
H 10.432 -19.817 16.505
H 9.404 -18.933 15.373
O 9.381 -17.832 11.006
C 9.786 -18.552 10.142
O 10.705 -19.520 10.305
C 11.172 -19.664 11.672
C 12.415 -20.479 11.621
C 9.490 -18.417 8.615
H 10.372 -20.195 12.211
H 11.280 -18.743 12.166
H 12.938 -20.490 12.577
H 13.116 -19.943 10.992
H 12.186 -21.443 11.179
H 9.822 -19.321 8.183
H 10.013 -17.554 8.139
H 8.439 -18.290 8.401
C 9.488 -16.086 13.435
C 10.525 -15.677 14.586
C 11.894 -15.945 13.904
S 11.678 -15.477 12.206
O 12.086 -16.610 11.392
O 12.246 -14.162 11.874
C 9.812 -15.359 12.203
H 8.470 -15.858 13.729
H 9.514 -17.174 13.306
H 10.390 -16.291 15.489
H 10.344 -14.588 14.842
H 12.106 -17.059 13.817
H 12.741 -15.445 14.379
H 9.513 -15.722 11.256
H 9.597 -14.309 12.335
C 5.314 -20.470 8.361
C 4.260 -21.310 7.526
C 2.941 -21.522 8.355
S 3.428 -21.276 10.161
O 4.166 -22.450 10.546
O 2.396 -20.795 11.051
C 4.717 -20.038 9.712
H 5.680 -19.656 7.752
H 6.174 -21.047 8.551
H 4.778 -22.302 7.210
H 4.003 -20.734 6.618
H 2.618 -22.542 8.237
H 2.105 -20.835 8.220
H 5.413 -20.003 10.585
H 4.229 -19.009 9.685
C 4.597 -14.829 6.481
C 3.739 -14.636 7.818
C 2.783 -15.859 7.914
S 3.037 -16.921 6.548
O 2.213 -16.371 5.487
O 3.175 -18.348 6.907
C 4.686 -16.309 6.229
H 5.601 -14.324 6.593
H 4.130 -14.236 5.595
H 3.278 -13.645 7.911
H 4.379 -14.827 8.637
H 1.743 -15.484 7.877
H 2.961 -16.428 8.790
H 4.979 -16.533 5.192
H 5.413 -16.866 6.867
C 10.192 -14.755 8.276
C 10.673 -13.319 8.120
C 9.899 -12.550 9.211
S 8.235 -13.157 9.023
O 7.505 -12.490 7.936
O 7.578 -13.131 10.375
C 8.708 -14.802 8.614
H 10.779 -15.263 9.027
H 10.388 -15.329 7.378
H 10.374 -12.977 7.086
H 11.769 -13.289 8.272
H 9.807 -11.452 9.078
H 10.200 -12.861 10.224
H 8.194 -15.050 7.690
H 8.330 -15.471 9.472
*
```

Here are the Löwdin charges for atoms 1 to 4, given in e: atom 1 (O): 0.105, atom 2 (C): -0.512, atom 3 (O): 0.007, atom 4 (C): -0.249